# 1
Below is C8H22BrN2O2V as an isolated structure, with properties calculated with ωB97M-V/def2-TZVPD.

XYZ file:
```
36
Properties=species:S:1:pos:R:3
V 4.7586 2.4971 -0.7272
Br 2.5679 1.6178 0.5066
C -0.3116 -1.3941 4.6265
C 0.7114 -1.0302 3.5360
C 0.6182 -1.9170 2.3342
O 0.8486 -3.2984 2.6022
C 0.7462 -4.0939 1.4314
N 0.6580 0.3369 3.2020
H -1.3652 -1.2570 4.3834
H -0.0231 -0.8585 5.5310
H -0.0497 -2.4136 4.9096
H 1.6482 -1.1828 4.0721
H 1.3010 -1.6273 1.5355
H -0.4268 -1.9322 2.0246
H 1.2624 -5.0273 1.6560
H 1.0967 -3.6291 0.5098
H -0.3101 -4.3311 1.3042
H -0.3115 0.2650 2.9284
H 1.2757 0.3907 2.4047
C -0.9679 -0.0894 -3.6774
C -0.1207 0.8625 -2.8230
C -0.8383 2.1752 -2.4876
O -1.0178 2.9599 -3.6159
C -1.7754 4.1002 -3.3571
N 0.3448 0.1142 -1.6911
H -1.9049 -0.3791 -3.2019
H -0.3752 -0.9901 -3.8372
H -1.2700 0.3456 -4.6301
H 0.7530 1.0737 -3.4395
H -0.4478 2.6727 -1.5998
H -1.8679 2.0462 -2.1539
H -2.7926 3.8546 -3.6622
H -1.3481 4.8900 -3.9749
H -1.6276 4.5667 -2.3831
H -0.4104 -0.0496 -1.0407
H 0.9719 0.7318 -1.1957
```

The expectation value of S² is 6.034. The spin multiplicity is 5. The value obtained for the HOMO energy (spin up / spin down) is -13.377 / -13.376 eV. Its total charge is +2.

# 2
Below is an isolated molecule of C7H12N2, with properties calculated with ωB97M-V/def2-TZVPD.

XYZ file:
```
21
Properties=species:S:1:pos:R:3
C 0.2815 -0.6430 1.0951
C 1.0086 0.2858 0.2111
C 0.3855 -1.3820 -2.3837
C 0.1365 -0.0297 -2.1013
C 0.7147 -1.6865 1.8281
C 0.3606 -2.6640 2.7997
C -0.7788 2.5412 -0.5561
N 0.5622 0.6616 -0.9807
N 0.4902 2.0889 -1.1474
H -0.7527 -0.4692 0.8514
H 1.7260 1.0061 0.6588
H 0.3663 -1.6840 -3.4640
H 0.9898 -1.9463 -1.7202
H -0.0528 0.5057 -2.9440
H 0.3294 -3.6802 2.5216
H -0.5578 -2.4600 3.4766
H 1.2558 -2.6701 3.5368
H -1.6781 1.9182 -0.6298
H -0.6543 2.6360 0.5511
H -1.0570 3.4904 -1.0008
H 0.4101 2.3967 -2.1297
```

The value obtained for the relative energy (zero: lowest compared OMol25 entry of this formula, charge and spin) is 164.06 kcal per mole. The value obtained for the HOMO energy (spin up / spin down) is -6.268 / -7.932 eV.

# 3
Below is C2H3FOPm as an isolated structure, with properties calculated with ωB97M-V/def2-TZVPD.

XYZ file:
```
8
Properties=species:S:1:pos:R:3
C -1.1175 0.3101 0.3596
C -0.6783 -0.7846 -0.2792
H -1.1077 0.4590 1.4424
F -1.6271 1.3338 -0.2955
H -0.3853 -1.6441 0.3304
H -0.8101 -0.8928 -1.3593
O 3.7261 1.1537 0.0892
Pm 1.9998 0.0649 -0.2877
```

The expectation value of S² is 6.061. The spin multiplicity is 5. The value obtained for the HOMO energy (spin up / spin down) is -13.311 / -13.743 eV. Its total charge is +1.

# 4
Below is C31H23BrGeN3O5S2Sn as an isolated structure, with properties calculated with ωB97M-V/def2-TZVPD.

XYZ file:
```
67
Properties=species:S:1:pos:R:3
Sn 0.2314 -1.6284 -0.2059
O -2.7427 0.6040 5.4473
C -2.1069 0.2915 4.2782
C -1.6156 1.2666 3.4208
C -0.9890 0.8507 2.2638
N -0.8571 -0.4343 1.9564
C -1.3285 -1.3420 2.7735
Br -1.1416 -3.1769 2.2957
C -1.9714 -1.0500 3.9666
H -2.7588 1.5606 5.5423
H -1.7154 2.3210 3.6494
H -0.5793 1.5631 1.5573
H -2.3421 -1.8239 4.6203
C -3.0799 -1.6156 -5.6332
C -1.7808 -1.9701 -5.2921
C -1.1707 -1.3978 -4.1857
C -1.8469 -0.4592 -3.4024
C -3.1503 -0.1172 -3.7522
C -3.7649 -0.6898 -4.8603
Ge -0.8930 0.2594 -1.8444
C -2.1647 1.5469 -0.9987
C -3.2728 1.0336 -0.3170
C -4.1575 1.8590 0.3629
C -3.9456 3.2321 0.3878
C -2.8494 3.7632 -0.2778
C -1.9745 2.9285 -0.9655
C 0.4986 1.4478 -2.5874
C 1.4080 2.0551 -1.7192
C 2.4072 2.8932 -2.1920
C 2.5241 3.1345 -3.5553
C 1.6377 2.5294 -4.4341
C 0.6349 1.6957 -3.9511
H -3.5630 -2.0765 -6.4870
H -1.2515 -2.7164 -5.8721
H -0.1699 -1.7062 -3.8978
H -3.6965 0.6064 -3.1558
H -4.7833 -0.4164 -5.1146
H -3.4376 -0.0404 -0.3060
H -5.0062 1.4297 0.8836
H -4.6285 3.8818 0.9236
H -2.6740 4.8337 -0.2649
H -1.1216 3.3604 -1.4784
H 1.3633 1.8446 -0.6549
H 3.1091 3.3380 -1.4962
H 3.3121 3.7781 -3.9304
H 1.7283 2.7014 -5.5013
H -0.0495 1.2274 -4.6503
O 1.6458 -1.5346 -1.4507
O 3.1178 -3.6111 1.3350
C 3.1324 -2.5538 1.9357
N 2.2378 -1.5335 1.8405
S 2.4897 -0.3817 2.9076
O 2.7635 0.9037 2.3012
O 1.4843 -0.3527 3.9548
C 3.9904 -1.0501 3.6018
C 4.8258 -0.5756 4.5931
C 5.9286 -1.3528 4.9300
C 6.1670 -2.5668 4.2882
C 5.3081 -3.0280 3.2978
C 4.2168 -2.2481 2.9613
H 4.6287 0.3671 5.0877
H 6.6100 -1.0129 5.7013
H 7.0326 -3.1552 4.5699
H 5.4660 -3.9692 2.7864
S -2.5115 -5.6816 -2.5377
C -1.6924 -4.3797 -1.9372
N -1.1148 -3.4596 -1.5125
```

The value obtained for the relative energy (zero: lowest compared OMol25 entry of this formula, charge and spin) is 58.73 kcal per mole. The expectation value of S² is 0.767. The spin multiplicity is 2. The value obtained for the HOMO energy (spin up / spin down) is -1.198 / -2.083 eV. Its total charge is -2.

# 5
Below is C5H9NOS as an isolated structure, with properties calculated with ωB97M-V/def2-TZVPD.

XYZ file:
```
17
Properties=species:S:1:pos:R:3
C -1.8325 -1.0460 1.3090
C -1.4791 -0.8815 -0.2826
C -0.2043 -0.3445 -1.0687
C 0.8828 0.0700 -0.2412
C 0.9328 1.4497 0.2376
H -2.9785 -1.3894 1.1420
H -2.1486 0.0928 1.9174
H -1.1276 -1.5893 1.8315
H -2.0793 -1.7582 -0.4920
H -1.4652 1.2839 -0.9589
H 0.2522 -0.9101 -1.8430
H 1.4056 2.1188 -0.8212
H 1.5578 1.8339 1.4197
H -0.8817 2.0933 1.3598
N -1.6045 0.1958 -1.2826
O -0.5133 1.9467 0.3820
S 2.0628 -0.8878 0.1652
```

The value obtained for the relative energy (zero: lowest compared OMol25 entry of this formula, charge and spin) is 174.39 kcal per mole. The value obtained for the HOMO energy is -8.730 eV.

# 6
Below is an isolated molecule of C5H7NO, with properties calculated with ωB97M-V/def2-TZVPD.

XYZ file:
```
14
Properties=species:S:1:pos:R:3
C 0.9343 -1.3129 -1.8519
C 0.0220 -1.3007 -1.0643
C -0.9811 -1.0654 -0.0228
C -0.3775 -0.1620 1.0907
N 0.6557 0.7264 0.6035
C 0.3694 2.0053 0.2286
O -0.6640 2.5943 0.4705
H 1.7242 -1.3234 -2.5691
H -1.3228 -2.0143 0.4083
H -1.8553 -0.5818 -0.4732
H -1.1604 0.4662 1.5184
H 0.0433 -0.7875 1.8835
H 1.4002 0.2770 0.0859
H 1.2120 2.4785 -0.3082
```

The value obtained for the relative energy (zero: lowest compared OMol25 entry of this formula, charge and spin) is 42.75 kcal per mole. As for the structure (SMILES): C#CCCNC=O. The value obtained for the HOMO energy is -9.811 eV.

- What is the formula in the first record?
  C8H22BrN2O2V